No. 1
Below is a molecular structure, C10H14BIN6Ru, with properties calculated with ωB97M-V with the def2-TZVPD basis set.

CARTESIAN COORDINATES (ANGSTROEM)
1 H -0.34382 2.87290 2.46928
2 N 0.00661 1.69270 0.76904
3 B 0.75075 0.80124 -1.52349
4 N 0.55703 1.90794 -0.47901
5 C 0.90568 3.19431 -0.58300
6 Ru -0.39419 -0.23482 1.35455
7 H 1.40509 3.45906 -1.49111
8 C 0.52724 3.85325 0.57603
9 H 0.60946 4.90731 0.77114
10 C 0.00686 2.87298 1.43816
11 H 1.18293 1.20473 -2.56234
12 C -1.83449 -2.51241 2.63489
13 H -2.20051 -2.03690 3.55316
14 H -1.10297 -3.30519 2.86834
15 H -2.66913 -2.96659 2.07247
16 N -0.65096 0.20025 -1.64627
17 N 1.60507 -0.30304 -0.88058
18 N -1.30086 -0.30238 -0.53680
19 N 1.24888 -0.86810 0.33558
20 C -1.45410 0.09282 -2.71041
21 C 2.75685 -0.84925 -1.29697
22 H -1.07488 0.45212 -3.65551
23 H 3.17722 -0.44841 -2.20350
24 C -2.63633 -0.51075 -2.31051
25 C 3.12258 -1.85201 -0.40135
26 C -2.50871 -0.75437 -0.94242
27 C 2.17904 -1.81001 0.63864
28 H -3.47898 -0.74650 -2.93984
29 H 3.94402 -2.53839 -0.50760
30 H -3.15439 -1.22764 -0.20334
31 H 2.06145 -2.34116 1.57815
32 H -1.37657 -1.71989 1.95998
33 I 0.13414 -0.18380 3.85466

Kohn-Sham gap (spin up / spin down) = 7.0 / 4.9 eV
spin multiplicity = 5
DFT total energy = -30879.3378 eV
charge = +2
expectation value of S² = 6.0257
ΔE to the lowest compared entry with this formula, charge and spin = 0.000 eV
lowest unoccupied orbital energy (spin up / spin down) = -9.11 / -11.00 eV

Mulliken population analysis, charges in e, atoms 1 to 5: H 0.39; N 0.09; B 0.12; N 0.27; C 0.03


No. 2
Below is a molecular structure, C10H14BMnN7O2, with properties calculated with ωB97M-V with the def2-TZVPD basis set.

CARTESIAN COORDINATES (ANGSTROEM)
1 H 0.85052 3.14477 1.64957
2 N 0.44727 1.62320 0.19381
3 B 0.06943 0.32095 -1.98583
4 N 0.42368 1.63461 -1.20083
5 C 0.78093 2.85509 -1.62750
6 Mn 0.16468 0.01614 1.14767
7 H 0.87425 3.07485 -2.67885
8 C 1.00689 3.66895 -0.52398
9 H 1.31598 4.69460 -0.49309
10 C 0.77789 2.87993 0.60315
11 H 0.14594 0.46182 -3.16318
12 C -0.94261 -1.49023 2.69507
13 H -0.78150 -1.64726 3.76530
14 H -0.09297 -1.93653 2.11624
15 H -1.87012 -2.00738 2.45531
16 N -1.35489 -0.08160 -1.49185
17 N 1.03400 -0.79586 -1.44336
18 N -1.59857 -0.22682 -0.12492
19 N 1.14671 -1.03804 -0.07323
20 C -2.50071 -0.26475 -2.16722
21 C 1.91192 -1.58223 -2.08307
22 H -2.53203 -0.20569 -3.23579
23 H 2.01330 -1.54931 -3.15311
24 C -3.50659 -0.58023 -1.26188
25 C 2.56666 -2.38718 -1.14964
26 C -2.90236 -0.57018 0.00225
27 C 2.04736 -2.04131 0.10074
28 H -4.53195 -0.81124 -1.44735
29 H 3.31679 -3.13343 -1.30221
30 H -3.37472 -0.78108 0.95527
31 H 2.28616 -2.42512 1.08518
32 H -1.11262 -0.40735 2.56993
33 O 1.69815 0.78424 4.72589
34 N 0.95815 0.28249 3.89968
35 O 1.26497 0.52118 2.64183

Kohn-Sham gap (spin up / spin down) = 8.4 / 8.9 eV
spin multiplicity = 6
DFT total energy = -57118.9017 eV
expectation value of S² = 8.7586
ΔE to the lowest compared entry with this formula, charge and spin = 0.000 eV
lowest unoccupied orbital energy (spin up / spin down) = 0.58 / 0.53 eV

Mulliken population analysis, charges in e, atoms 1 to 5: H 0.49; N -0.16; B 0.03; N 0.17; C -0.12


No. 3
Below is 2 unconnected molecules or ions with the total composition C10H14ClIN3O8S2, with properties calculated with ωB97M-V with the def2-TZVPD basis set.

CARTESIAN COORDINATES (ANGSTROEM)
1 C -1.69444 -3.01464 -1.92644
2 C -1.21652 -1.59250 -2.17034
3 O -0.65321 -1.32812 -3.17785
4 N -1.40335 -0.54807 -1.16253
5 C -2.77802 -0.38684 -0.86435
6 C -3.65291 -0.03415 -2.08450
7 O -3.29556 -0.50073 0.20412
8 C -0.51144 -0.75404 -0.02180
9 N -0.85854 -1.90817 0.83592
10 C -0.21400 0.54194 0.77667
11 S 0.54018 1.70578 -0.45936
12 N -1.42079 1.19620 1.32406
13 C -1.79458 0.84863 2.40788
14 S -2.50648 0.15892 3.63672
15 O 0.63478 0.25130 1.87906
16 C 2.01551 0.13318 1.57168
17 C 2.63716 -0.70282 2.72406
18 C 2.60230 0.12136 4.00690
19 O 1.74819 0.11631 4.79901
20 I 4.31403 1.43710 4.40082
21 H -2.03153 -3.48942 -2.84797
22 H -2.50106 -3.04383 -1.18522
23 H -0.88224 -3.61118 -1.49784
24 H -4.02832 -0.93394 -2.57534
25 H -4.44506 0.61143 -1.70584
26 H -3.04559 0.57835 -2.76074
27 H 0.45897 -1.02179 -0.45929
28 H -0.06540 -2.54036 0.84094
29 H -0.96253 -1.62305 1.80523
30 H 1.31070 2.56277 0.24540
31 H 2.50348 1.11197 1.59920
32 H 2.22694 -0.40013 0.64326
33 H 3.68093 -0.92429 2.49495
34 H 2.01929 -1.58622 2.90364
35 O 2.86685 2.67984 -3.82789
36 Cl 2.65349 3.71602 -2.84638
37 O 1.28785 4.18309 -2.91633
38 O 3.55899 4.81403 -3.09001
39 O 2.90198 3.17608 -1.51950

Kohn-Sham gap = 7.9 eV
DFT total energy = -73734.2132 eV
charge = -1
ΔE to the lowest compared entry with this formula, charge and spin = 0.000 eV
lowest unoccupied orbital energy = 1.99 eV

Mulliken population analysis, charges in e, atoms 1 to 5: C -1.07; C 0.38; O -0.49; N 0.55; C 0.47


No. 4
Below is 2 unconnected molecules or ions with the total composition C10H14F10N3PSi, with properties calculated with ωB97M-V with the def2-TZVPD basis set.

CARTESIAN COORDINATES (ANGSTROEM)
1 C 3.82622 -1.55644 -0.19381
2 C 3.09317 -0.66080 -0.84461
3 C 1.95581 0.15510 -1.65400
4 C 0.47100 -0.07651 -1.08748
5 N -0.58335 -0.89583 -1.68944
6 C -1.71958 -0.69578 -0.76956
7 Si -3.53520 -1.33395 -0.77849
8 C -4.06607 -1.46490 -2.62970
9 C -3.82951 -2.93247 0.23812
10 C -4.58662 0.06772 0.07744
11 N -1.40381 0.18547 0.34054
12 N -0.09900 0.53009 0.10413
13 C 0.45472 1.48545 1.11267
14 F 1.84328 1.79276 0.95005
15 F 0.24452 0.85497 2.41247
16 C -0.40086 2.87353 0.95990
17 F -0.75148 3.01415 -0.44496
18 F -1.57906 2.87474 1.78328
19 H 4.22420 -2.42128 0.47332
20 H 2.22659 1.28043 -1.55833
21 H 2.07204 -0.12797 -2.77218
22 H -0.60932 -1.47037 -2.54618
23 H -5.21201 -1.62832 -2.73594
24 H -3.43801 -2.31857 -3.09513
25 H -3.72662 -0.48322 -3.16675
26 H -3.41798 -3.89939 -0.25379
27 H -3.49216 -2.83803 1.34558
28 H -4.98913 -3.08071 0.28432
29 H -5.71707 -0.13613 0.03803
30 H -4.19919 0.19705 1.17207
31 H -4.27786 1.04492 -0.48748
32 H 0.28765 3.77560 1.23512
33 F 7.01899 1.62788 2.98466
34 P 5.84824 1.12703 2.02629
35 F 4.93341 1.58284 0.80044
36 F 5.32232 0.25847 3.25470
37 F 5.73816 -0.35641 1.44810
38 F 7.10328 1.32190 1.06365
39 F 4.97031 2.32698 2.60294

Kohn-Sham gap = 7.0 eV
DFT total energy = -59403.3418 eV
lowest unoccupied orbital energy = -2.21 eV

Mulliken population analysis, charges in e, atoms 1 to 5: C -0.24; C -0.12; C -0.58; C 0.34; N -0.02


No. 5
Below is a gas-phase ion, C10H14F2N (charge +1), with properties calculated with ωB97M-V with the def2-TZVPD basis set.

CARTESIAN COORDINATES (ANGSTROEM)
1 C 1.79918 2.14094 0.30699
2 C 0.67154 1.96148 0.89122
3 C 3.12518 0.06530 -0.19301
4 C 2.48168 -0.95901 0.26760
5 C 2.46303 1.31679 -0.80473
6 C -0.43611 -0.21808 1.65400
7 C -0.34394 0.85915 0.52999
8 C 0.21182 -0.51724 0.35824
9 C -1.54901 1.38723 -0.11264
10 C 0.20649 -2.72840 -0.70816
11 N -0.35441 -1.44692 -0.70053
12 F 4.38986 0.09499 -0.27059
13 F 2.81930 -1.98643 0.92586
14 H 2.27892 3.08268 0.64813
15 H 0.35819 2.58092 1.76190
16 H 1.63344 1.09316 -1.51682
17 H 3.28856 1.88138 -1.36348
18 H 0.26628 -0.25923 2.40006
19 H -1.32089 -0.77341 1.85498
20 H -1.83248 2.33697 0.45116
21 H -2.47384 0.64129 -0.13679
22 H -1.30558 1.66753 -1.11699
23 H 1.29940 -2.70317 -0.82148
24 H 0.09849 -3.29501 0.30532
25 H -0.18162 -3.41794 -1.41978
26 H -1.41224 -1.44126 -0.75583
27 H -0.29244 -0.77650 -1.48884

Kohn-Sham gap (spin up / spin down) = 7.5 / 6.2 eV
spin multiplicity = 3
DFT total energy = -17505.8317 eV
charge = +1
expectation value of S² = 2.0072
ΔE to the lowest compared entry with this formula, charge and spin = 1.618 eV
lowest unoccupied orbital energy (spin up / spin down) = -3.18 / -6.46 eV

Mulliken population analysis, charges in e, atoms 1 to 5: C -0.47; C -0.76; C 0.10; C 0.42; C -0.50


No. 6
Below is a single C10H14F3N molecule, with properties calculated with ωB97M-V with the def2-TZVPD basis set.

CARTESIAN COORDINATES (ANGSTROEM)
1 C 2.15841 0.77044 -2.61170
2 C 1.52857 0.52782 -1.24128
3 C 0.98059 -0.84665 -1.14245
4 C 0.33989 -1.15683 0.25043
5 C -0.70593 -0.07633 0.43055
6 C -1.54194 -0.29514 1.64936
7 C -2.38183 -1.73609 1.51990
8 F -3.52387 -1.59395 2.26490
9 F -2.71069 -2.12220 0.34194
10 F -1.70240 -2.72856 2.11663
11 C -1.29142 0.20972 2.98153
12 N -2.24951 0.81113 2.40398
13 C -0.12999 1.43866 0.43566
14 C 0.41926 1.68529 -0.95388
15 H 1.42163 0.92824 -3.36188
16 H 2.73042 -0.17712 -2.81639
17 H 2.86451 1.62912 -2.51179
18 H 2.48442 0.61109 -0.57074
19 H 1.83562 -1.56103 -1.19766
20 H 0.20344 -1.08822 -1.76583
21 H -0.06339 -2.17075 0.07893
22 H 0.95183 -0.95970 1.15046
23 H -1.30171 -0.17675 -0.48353
24 H -0.81588 0.35182 4.01010
25 H 0.76171 1.42283 1.00402
26 H -1.03839 2.00022 0.81284
27 H -0.17310 1.68341 -1.80929
28 H 0.94973 2.61955 -0.98481

SMILES string = C[C@H]1CC[C@H]([C@@]2(C(F)(F)F)C=N2)CC1
Kohn-Sham gap = 11.2 eV
DFT total energy = -20236.9232 eV
ΔE to the lowest compared entry with this formula, charge and spin = 0.000 eV
lowest unoccupied orbital energy = 0.90 eV

Mulliken population analysis, charges in e, atoms 1 to 5: C -1.54; C 0.89; C -1.25; C -0.61; C 0.05


No. 7
Below is 2 unconnected molecules or ions with the total composition C10H14F9NO9PS2, with properties calculated with ωB97M-V with the def2-TZVPD basis set.

CARTESIAN COORDINATES (ANGSTROEM)
1 O 2.94091 2.18497 -0.48220
2 P 2.68714 1.38427 -1.85199
3 N 2.42306 -0.36017 -1.60233
4 C 2.97356 -1.07584 -2.82490
5 C 2.27938 -0.63501 -4.24534
6 C 3.33026 0.12356 -5.29046
7 C 2.52869 0.87123 -6.55298
8 O 1.26754 0.52452 -6.90478
9 O 3.25463 1.90629 -7.32216
10 S 0.72414 -0.78180 -1.26922
11 O 0.44186 -2.16808 -1.90717
12 O -0.11966 0.28129 -2.00403
13 C 0.49139 -0.86273 0.58616
14 F 1.23558 -2.10698 1.02264
15 F 1.25487 0.26175 1.17139
16 C -1.03012 -1.06139 1.11509
17 F -1.01386 -1.73550 2.46564
18 F -1.67694 -2.07664 0.20095
19 C -2.00908 0.23253 1.13275
20 F -2.44023 0.74153 -0.19535
21 F -3.28588 -0.22312 1.80529
22 C -1.50245 1.52295 2.00402
23 F -0.68483 2.47349 1.16191
24 F -2.74112 2.29136 2.38214
25 F -0.81087 1.16884 3.26571
26 H 3.94799 1.51865 -2.59452
27 H 1.68845 2.03174 -2.69061
28 H 2.96822 -0.65754 -0.75540
29 H 3.00272 -2.25176 -2.65669
30 H 4.11744 -0.74512 -2.90277
31 H 1.35878 0.08412 -4.14461
32 H 1.98231 -1.64815 -4.79693
33 H 4.08737 -0.64283 -5.79695
34 H 3.91459 0.99087 -4.73404
35 H 2.62652 2.43544 -7.91200
36 C -2.95955 -0.63227 4.87368
37 C -4.20833 0.24173 4.95353
38 O -4.88855 -0.18604 6.13129
39 S -3.78761 -0.67521 7.23086
40 O -3.54679 0.41855 8.14564
41 O -4.14013 -2.00541 7.66984
42 O -2.51292 -0.78282 6.22018
43 H -3.19835 -1.62589 4.48094
44 H -2.17639 -0.17821 4.26069
45 H -4.85023 0.13214 4.07619
46 H -3.94349 1.29670 5.08089

Kohn-Sham gap = 6.5 eV
DFT total energy = -85910.9607 eV
charge = +1
lowest unoccupied orbital energy = -6.27 eV

Mulliken population analysis, charges in e, atoms 1 to 5: O -0.57; P 0.43; N -0.29; C -0.91; C -0.18


No. 8
Below is a single C10H14IP molecule, with properties calculated with ωB97M-V with the def2-TZVPD basis set.

CARTESIAN COORDINATES (ANGSTROEM)
1 C -0.95888 -2.65579 -1.16961
2 C 0.15200 -1.64267 -1.57225
3 P 0.23962 -0.23210 -0.39762
4 C 0.85272 1.18445 -1.40312
5 C 1.17004 2.44416 -0.62831
6 C 1.78012 -0.73614 0.69147
7 C 1.41576 -0.70035 1.97945
8 C 0.22718 -0.16592 2.62720
9 C -0.86314 0.57259 2.28075
10 C -1.72433 0.93669 1.14311
11 C -1.56273 0.61426 -0.17087
12 I -2.99954 1.06203 -1.68094
13 H -1.84757 -2.21353 -1.50599
14 H -0.82201 -3.64205 -1.53601
15 H -0.88194 -2.69772 -0.13389
16 H 0.15242 -1.51239 -2.68227
17 H 1.30786 -2.04423 -1.34647
18 H 1.86750 0.82079 -1.71717
19 H 0.29100 1.33205 -2.38355
20 H 1.47259 3.20404 -1.20891
21 H 0.30806 2.78482 -0.14248
22 H 1.86192 2.15028 0.11589
23 H 2.27304 -1.14222 2.54358
24 H 0.31776 -0.15429 3.69546
25 H -1.50789 0.79029 3.17888
26 H -2.52157 1.64294 1.42368

SMILES string = CCP1(CC)=C=CC=CC=C1I
Kohn-Sham gap = 7.9 eV
DFT total energy = -27980.8024 eV
ΔE to the lowest compared entry with this formula, charge and spin = 3.725 eV
lowest unoccupied orbital energy = -0.25 eV

Mulliken population analysis, charges in e, atoms 1 to 5: C -1.29; C -0.64; P 1.07; C -0.62; C -1.44


Table of largest force on an atom (eV Å⁻¹), in record order: 2.56; 4.78; 2.15; 7.48; 5.28; 4.75; 10.81; 3.70